Entry 1:
{
  "formula": "C17H17N5O14P2Ti",
  "method": "ωB97M-V/def2-TZVPD",
  "elements": ["Ti", "C", "C", "O", "P", "O", "O", "O", "P", "O", "O", "O", "H", "H", "H", "H", "H", "H", "H", "C", "C", "N", "C", "C", "N", "C", "O", "O", "C", "O", "O", "H", "H", "H", "H", "H", "N", "C", "N", "C", "N", "O", "C", "C", "C", "C", "C", "C", "C", "O", "O", "H", "H", "H", "H", "H"],
  "xyz": [[-0.510401, 0.524132, -0.464500], [-2.711928, 4.178709, 1.020317], [-3.158015, 2.962606, 0.227267], [-4.582095, 3.021577, 0.002416], [-2.903398, 1.391065, 1.160857], [-1.970688, 1.585608, 2.399323], [-4.325894, 1.065549, 1.767981], [-2.387051, 0.291315, 0.273288], [-2.288487, 2.883507, -1.423571], [-3.173550, 1.753728, -2.142430], [-2.417935, 4.154089, -2.146058], [-0.895656, 2.316628, -1.098672], [-3.268400, 4.255917, 1.955397], [-2.885145, 5.068133, 0.416083], [-1.649423, 4.108775, 1.255770], [-4.749019, 2.866014, -0.936739], [-1.393114, 0.775872, 2.498325], [-5.009358, 1.481156, 1.213567], [-2.740616, 0.882250, -2.225936], [3.450092, 1.377450, -0.877507], [2.610087, 0.577044, -1.803838], [1.314050, 0.344197, -1.709142], [0.969236, -0.416951, -2.799110], [2.062321, -0.650444, -3.565971], [3.092813, -0.025345, -2.916479], [2.311483, -1.377148, -4.835834], [1.254800, -1.879736, -5.435932], [3.437400, -1.447332, -5.273184], [-0.468797, -0.752838, -3.010310], [-0.827123, -1.345354, -4.025260], [-1.240292, -0.331190, -2.069436], [2.827588, 1.761708, -0.076322], [3.907182, 2.213307, -1.408706], [4.243904, 0.764681, -0.448730], [4.040474, -0.026589, -3.261624], [0.410319, -1.643481, -4.953890], [1.943492, 2.271931, 5.241961], [1.795078, 2.382629, 4.098763], [1.700428, 2.605162, 2.810439], [1.124364, 1.935517, 1.907409], [0.667643, 1.412503, 0.962750], [0.894681, -3.553866, -0.367208], [0.954908, -3.780971, 0.960467], [1.500956, -4.997365, 1.373231], [1.600381, -5.292764, 2.717505], [1.157054, -4.388374, 3.680270], [0.609966, -3.188722, 3.270895], [0.497667, -2.864398, 1.919456], [-0.095219, -1.540894, 1.553858], [-0.591362, -0.825630, 2.420047], [-0.033707, -1.223768, 0.287403], [0.527558, -2.651401, -0.475944], [1.842765, -5.688266, 0.614100], [2.033159, -6.238158, 3.021835], [1.240795, -4.620536, 4.733168], [0.254027, -2.461239, 3.988185]],
  "atomic_forces_ev_per_a": [[1.48, 0.26, 0.08], [0.02, 0.01, 0.00], [0.09, -0.11, -0.02], [-0.06, 0.09, -0.02], [-0.14, -0.06, 0.20], [-0.05, -0.14, 0.01], [-0.06, 0.01, -0.10], [-0.50, 0.23, 0.21], [-0.14, 0.07, -0.02], [0.09, -0.06, -0.18], [0.04, 0.10, 0.26], [-0.60, 0.44, -0.38], [-0.01, -0.01, 0.00], [-0.01, 0.00, 0.00], [0.00, 0.00, 0.00], [0.00, -0.04, 0.01], [0.08, 0.05, -0.01], [0.02, 0.08, 0.01], [-0.03, 0.01, 0.10], [-0.02, -0.01, 0.00], [0.00, -0.12, -0.06], [0.21, -0.03, -0.19], [-0.48, 0.08, 0.02], [0.25, -0.23, -0.20], [-0.02, 0.12, 0.09], [-0.10, 0.21, -0.10], [0.48, -0.01, -0.25], [0.03, -0.09, 0.04], [-0.01, 0.21, 0.10], [-0.07, 0.05, 0.05], [-0.63, -0.77, -1.46], [0.00, 0.00, 0.00], [0.00, 0.00, 0.01], [-0.01, 0.00, 0.01], [-0.01, 0.00, 0.02], [-0.30, -0.16, 0.22], [-0.01, 0.00, 0.02], [-0.10, -0.22, 0.08], [0.24, 0.43, -0.17], [-0.05, -0.17, -0.05], [0.27, 0.39, 1.00], [0.02, 0.01, 0.04], [0.02, -0.01, -0.09], [-0.01, 0.01, 0.03], [0.01, 0.00, 0.01], [-0.01, 0.01, -0.02], [-0.02, -0.01, 0.04], [0.00, 0.07, -0.06], [0.01, -0.12, 0.16], [-0.05, 0.09, -0.04], [0.12, -0.64, 0.59], [-0.01, -0.02, 0.00], [0.00, 0.00, -0.01], [-0.01, 0.00, 0.00], [0.00, 0.00, 0.00], [0.00, 0.00, 0.00]],
  "total_charge": -1,
  "e_above_lowest_kcal_mol": 0.0,
  "multiplicity": 2,
  "e_lumo_ev": [2.2, 2.2],
  "orbital_gap_ha": [0.2792, 0.3204],
  "largest_force_ev_per_a": 1.768,
  "s2": 0.752
}



Entry 2:
{
  "formula": "C17H17NO3",
  "method": "ωB97M-V/def2-TZVPD",
  "elements": ["C", "C", "C", "C", "C", "N", "C", "O", "C", "C", "O", "C", "C", "C", "C", "C", "C", "O", "C", "C", "C", "H", "H", "H", "H", "H", "H", "H", "H", "H", "H", "H", "H", "H", "H", "H", "H", "H"],
  "xyz": [[-1.121807, -1.650309, 5.469109], [-0.912174, -1.012027, 4.129860], [0.008428, -1.537594, 3.231047], [0.171270, -0.963511, 1.987234], [-0.581402, 0.144823, 1.615234], [-0.355396, 0.680652, 0.322670], [-1.298252, 0.890583, -0.618770], [-2.488949, 0.744611, -0.456515], [-0.756255, 1.320826, -2.005295], [0.496906, 2.200952, -1.978867], [1.626917, 1.503094, -1.498995], [1.777501, 0.249291, -2.061563], [3.009384, -0.379858, -1.955732], [3.190121, -1.639677, -2.493253], [2.141537, -2.272691, -3.142621], [0.908612, -1.658447, -3.237015], [0.710132, -0.396416, -2.687468], [-0.528173, 0.168221, -2.801288], [-1.483829, 0.715433, 2.513336], [-2.247862, 1.956355, 2.181390], [-1.635685, 0.109475, 3.754578], [-1.516102, -0.933491, 6.185148], [-0.190072, -2.059350, 5.853488], [-1.836712, -2.468983, 5.381255], [0.596158, -2.401460, 3.504598], [0.882731, -1.376885, 1.285370], [0.618128, 0.735237, 0.052923], [-1.575012, 1.852282, -2.503979], [0.692815, 2.557034, -2.999684], [0.359628, 3.058383, -1.317422], [3.808491, 0.140342, -1.451709], [4.150592, -2.123538, -2.409774], [2.282483, -3.252825, -3.570879], [0.074557, -2.135345, -3.725751], [-1.589325, 2.705115, 1.741959], [-2.712344, 2.370688, 3.072359], [-3.022617, 1.731814, 1.448781], [-2.338259, 0.538978, 4.454997]],
  "atomic_forces_ev_per_a": [[-0.05, -0.05, -0.04], [0.06, 0.02, -0.02], [-0.02, 0.08, 0.04], [-0.08, 0.07, -0.05], [-0.16, -0.23, 0.26], [0.49, 0.04, 0.35], [0.10, 0.13, -0.65], [-0.23, -0.10, -0.03], [-0.01, 0.34, 0.26], [-0.47, 0.18, -0.33], [0.30, -0.42, 0.06], [-0.10, 0.05, -0.08], [-0.16, 0.10, 0.00], [0.08, 0.02, 0.04], [-0.04, -0.05, -0.03], [-0.06, 0.21, 0.09], [0.22, -0.03, 0.04], [0.06, -0.16, -0.13], [0.06, 0.01, -0.11], [-0.16, -0.03, -0.05], [0.10, -0.11, -0.07], [-0.02, 0.01, 0.09], [0.03, -0.03, 0.08], [-0.04, -0.06, 0.08], [0.07, -0.09, 0.04], [0.03, -0.05, -0.09], [-0.18, 0.13, -0.13], [0.18, -0.05, 0.22], [-0.02, -0.03, 0.14], [-0.04, -0.07, -0.09], [0.10, 0.08, 0.05], [0.09, -0.04, 0.01], [0.01, -0.09, -0.04], [-0.12, -0.07, -0.06], [0.01, 0.10, -0.03], [0.03, 0.07, 0.07], [0.00, 0.09, 0.04], [-0.07, 0.07, 0.09]],
  "total_charge": 0,
  "e_above_lowest_kcal_mol": 26.4,
  "multiplicity": 1,
  "e_lumo_ev": 0.7,
  "orbital_gap_ha": 0.3411,
  "smiles": "Cc1ccc(NC(=O)[C@H]2COc3ccccc3O2)c(C)c1",
  "largest_force_ev_per_a": 0.671
}



Entry 3:
{
  "formula": "C17H17NO4",
  "method": "ωB97M-V/def2-TZVPD",
  "elements": ["C", "C", "O", "C", "O", "C", "C", "C", "C", "C", "N", "C", "C", "C", "C", "C", "C", "C", "C", "O", "C", "O", "H", "H", "H", "H", "H", "H", "H", "H", "H", "H", "H", "H", "H", "H", "H", "H", "H"],
  "xyz": [[3.087523, -2.154455, -0.508707], [2.258468, -1.009108, 0.089034], [3.165568, -0.241595, 0.842077], [1.033547, -1.443276, 0.972590], [0.938340, -2.402056, 1.715854], [-0.174363, -0.661987, 0.736320], [-1.309049, -0.663120, 1.542543], [-1.633666, -1.320182, 2.856899], [-3.058735, -0.971035, 3.186108], [-3.584317, -0.332495, 1.883973], [-2.412433, -0.112001, 0.966773], [-2.686212, 0.566836, -0.344228], [-1.764648, 1.670832, -0.518585], [-0.503198, 1.209490, -1.006927], [0.042681, 1.827803, -2.099135], [1.426821, 1.643774, -2.496509], [2.199619, 0.690205, -1.772785], [1.583761, -0.146085, -0.805492], [0.204219, 0.079451, -0.466419], [3.500149, 0.713490, -2.227241], [3.488503, 1.667412, -3.307014], [2.128165, 2.368898, -3.433143], [2.747315, -3.136119, -0.073820], [2.831827, -2.139570, -1.615399], [4.197582, -2.094430, -0.383364], [2.622994, 0.543479, 0.937907], [-1.706869, -2.395670, 2.692504], [-0.832372, -1.208855, 3.574687], [-3.214262, -0.328904, 4.010510], [-3.563709, -1.833563, 3.491152], [-3.910657, 0.726797, 2.140370], [-4.411210, -0.887389, 1.484962], [-3.611491, 0.963695, -0.055051], [-2.794687, -0.087686, -1.169317], [-2.206340, 2.510900, -1.193066], [-1.604040, 2.196504, 0.457081], [-0.493787, 2.597249, -2.577193], [3.698218, 1.198568, -4.234466], [4.320745, 2.394196, -3.293483]],
  "atomic_forces_ev_per_a": [[-0.85, -1.28, -1.16], [1.17, -2.75, 1.50], [-0.11, 0.60, 0.76], [-1.36, -1.64, 1.55], [1.52, -0.42, 0.22], [1.55, 0.31, 0.37], [0.77, 0.29, -3.40], [0.81, -1.02, -0.81], [0.34, 1.30, -1.05], [0.42, 2.64, 0.74], [-1.73, -1.54, 1.69], [-0.55, -1.16, 3.48], [-0.62, 3.48, -0.03], [2.90, -2.19, -1.21], [3.59, 0.37, -1.08], [-2.10, -1.09, 2.12], [-2.04, 0.67, -0.87], [-1.70, 2.98, -3.15], [-0.28, 2.44, 0.00], [-0.39, 1.00, -0.48], [-0.16, 1.16, -0.42], [2.10, -2.06, 1.33], [0.35, 0.91, -0.46], [0.61, -0.45, 1.20], [-1.12, 0.42, 0.06], [0.57, 0.88, 0.73], [0.75, -0.13, -0.36], [-0.07, 0.32, 0.32], [0.26, 1.15, 0.78], [-1.00, -1.46, -0.03], [-0.30, -1.25, -0.34], [-0.25, -0.22, -0.73], [-1.82, 0.63, -0.44], [0.14, -0.81, -0.78], [0.71, -1.56, 0.86], [-0.30, -0.43, -0.51], [-0.60, 0.90, -0.58], [-0.52, -1.14, -0.95], [-0.69, 0.15, 1.14]],
  "total_charge": 0,
  "e_above_lowest_kcal_mol": 103.1,
  "multiplicity": 1,
  "e_lumo_ev": 0.6,
  "orbital_gap_ha": 0.2744,
  "smiles": "C[C@]1(O)C(=O)C2=C3CCCN3CCc3cc4c(c1c32)OCO4",
  "largest_force_ev_per_a": 4.659
}